Entry 1:
The following is a DFT calculation (wB97M-V/def2-TZVPD) of the molecule CHF3S2.

Values from the calculation:
SMILES   FC(F)(F)SS
Largest force on an atom   3.1 eV/A
HOMO level   -0.3528 hartree
Frontier orbital gap   9.26 eV

ORCA input file:
```
! wB97M-V def2-TZVPD RIJCOSX def2/J DEFGRID3
* xyz 0 1
C -0.928 -0.488 -0.235
F -0.795 -1.678 0.352
F -1.620 -0.801 -1.356
F -1.560 0.378 0.517
S 1.795 1.665 0.386
S 1.091 0.263 -0.872
H 2.018 0.661 1.208
*
```

Let us look at the Löwdin charges, expressed in e, one per atom: C -0.711; F 0.096; F 0.079; F 0.131; S 0.297; S 0.324; H -0.215

=====

Entry 2:
The following is a DFT calculation (wB97M-V/def2-TZVPD) of a structure of composition C18H44Cl2IrO4P2.

Values from the calculation:
Largest force on an atom   3.8 eV/A
HOMO level (spin up / spin down)   -0.0141 / -0.1945 hartree
Frontier orbital gap (spin up / spin down)   2.97 / 7.64 eV

ORCA input file:
```
! wB97M-V def2-TZVPD RIJCOSX def2/J DEFGRID3
* xyz -1 5
Ir -0.093 -1.177 0.580
Cl -0.040 -0.108 -1.588
P -0.417 -3.125 -0.412
C 0.716 -3.575 -1.832
C -0.144 -4.281 1.082
C -2.148 -3.001 -1.095
C 2.042 -2.779 -1.793
H 0.162 -3.255 -2.739
C 0.953 -5.089 -1.892
H 1.533 -5.429 -1.022
H 1.529 -5.331 -2.796
H 0.004 -5.641 -1.945
H 1.834 -1.696 -1.864
H 2.670 -3.064 -2.656
H 2.605 -2.977 -0.864
H -1.998 -2.416 -2.025
C -3.052 -2.174 -0.165
C -2.760 -4.354 -1.471
H -2.253 -4.796 -2.339
H -3.813 -4.207 -1.754
H -2.731 -5.052 -0.622
H -2.520 -1.291 0.245
H -3.441 -2.781 0.667
H -3.912 -1.800 -0.742
C 1.219 -3.929 1.714
H -0.124 -5.328 0.737
C -1.261 -4.122 2.126
H 2.064 -4.159 1.051
H 1.352 -4.499 2.644
H 1.223 -2.850 1.966
H -1.350 -3.063 2.423
H -0.995 -4.691 3.033
H -2.233 -4.496 1.771
H 1.409 -0.633 0.607
H -1.022 0.103 0.577
P 0.465 3.678 -0.478
C -0.893 3.876 -1.646
C 0.300 4.300 1.236
C 2.046 3.135 -1.185
C -2.098 2.932 -1.374
H -0.510 3.579 -2.642
C -1.197 5.381 -1.653
H -1.640 5.715 -0.707
H -1.862 5.648 -2.482
H -0.257 5.928 -1.796
H -1.818 1.889 -1.601
H -2.951 3.187 -2.024
H -2.433 2.975 -0.328
H 1.768 2.558 -2.092
C 2.932 2.186 -0.339
C 2.737 4.443 -1.611
H 2.183 4.902 -2.443
H 3.768 4.248 -1.942
H 2.754 5.164 -0.779
H 2.343 1.389 0.143
H 3.508 2.726 0.424
H 3.648 1.681 -1.007
C -1.019 3.883 1.914
H 0.326 5.400 1.145
C 1.460 3.826 2.143
H -1.897 4.005 1.276
H -1.170 4.490 2.816
H -0.950 2.833 2.238
H 1.408 2.734 2.294
H 1.349 4.290 3.132
H 2.442 4.095 1.745
O -0.008 -0.481 4.983
Cl 0.067 0.037 3.641
O -0.887 1.091 3.439
O 1.396 0.475 3.320
O -0.322 -1.134 2.633
*
```

Let us look at the Löwdin charges, expressed in e, one per atom: Ir 0.615; Cl -0.046; P 0.813; C -0.532; C -0.523; C -0.550; C -0.162; H 0.106; C -0.134; H 0.068; H 0.073; H 0.061; H -0.016; H 0.073; H 0.063; H 0.090; C -0.151; C -0.127; H 0.063; H 0.072; H 0.068; H 0.002; H 0.068; H 0.077; C -0.139; H 0.090; C -0.128; H 0.060; H 0.078; H 0.030; H 0.049; H 0.080; H 0.061; H -0.077; H -0.077; P 1.099; C -0.550; C -0.553; C -0.562; C -0.129; H 0.105; C -0.180; H 0.066; H 0.068; H 0.037; H 0.005; H 0.069; H 0.050; H 0.089; C -0.124; C -0.193; H 0.057; H 0.069; H 0.044; H 0.029; H 0.059; H 0.074; C -0.125; H 0.069; C -0.122; H 0.043; H 0.078; H 0.046; H 0.060; H 0.079; H 0.051; O -0.316; Cl 0.733; O -0.345; O -0.347; O -0.628

=====

Entry 3:
The following is a DFT calculation (wB97M-V/def2-TZVPD) of a cluster of 3 separate species, C7H14O2 in total.

Values from the calculation:
Largest force on an atom   0.8 eV/A
HOMO level   -0.3229 hartree
Frontier orbital gap   9.54 eV

ORCA input file:
```
! wB97M-V def2-TZVPD RIJCOSX def2/J DEFGRID3
* xyz 0 1
C -2.245 -0.318 0.786
C -2.211 -0.028 -0.595
O -1.343 1.865 0.733
O -1.357 -1.018 1.441
H -0.583 -1.257 0.884
H -1.306 2.748 1.122
H -3.054 0.021 1.416
H -3.186 0.114 -1.051
H -1.724 1.138 -0.366
H -1.510 -0.599 -1.196
C 1.609 0.405 1.046
C 1.491 -0.673 0.006
C 1.375 -0.278 -1.402
C 1.460 -1.978 0.334
C 1.174 0.966 -1.837
H 1.435 -1.088 -2.124
H 1.733 -0.022 2.041
H 0.712 1.036 1.046
H 2.469 1.044 0.831
H 1.565 -2.307 1.360
H 1.362 -2.750 -0.419
H 1.087 1.178 -2.894
H 1.049 1.800 -1.159
*
```

Let us look at the Löwdin charges, expressed in e, one per atom: C -0.173; C -0.070; O -0.339; O 0.091; H 0.083; H -0.021; H 0.136; H 0.087; H 0.090; H 0.078; C -0.062; C -0.391; C -0.164; C 0.028; C 0.037; H 0.102; H 0.082; H 0.054; H 0.090; H 0.071; H 0.067; H 0.060; H 0.062

=====

Entry 4:
The following is a DFT calculation (wB97M-V/def2-TZVPD) of the molecule C5H3NO4.

Values from the calculation:
SMILES   O=Cc1cc([N+](=O)[O-])co1
Largest force on an atom   2.8 eV/A
HOMO level   -0.3783 hartree
Frontier orbital gap   9.40 eV

ORCA input file:
```
! wB97M-V def2-TZVPD RIJCOSX def2/J DEFGRID3
* xyz 0 1
O -0.189 -3.076 -1.261
O -2.231 1.280 1.628
O -0.699 2.853 1.551
O 1.448 0.095 -0.607
C 0.653 -2.187 -1.339
C 0.959 1.163 0.098
C -0.604 -0.478 0.082
C 0.481 -0.875 -0.659
C -0.294 0.864 0.561
N -1.135 1.718 1.294
H 1.583 -2.407 -1.863
H 1.524 2.099 0.230
H -1.496 -1.049 0.286
*
```

Let us look at the Löwdin charges, expressed in e, one per atom: O 0.055; O 0.097; O 0.073; O 0.060; C -0.161; C 0.030; C 0.108; C -0.197; C -0.139; N -0.344; H 0.125; H 0.157; H 0.135

=====

no.,energy (eV)
1,-30875.0651
2,-74019.4732
3,-11577.2386
4,-14909.3752